15
Properties=species:S:1:pos:R:3:forces:R:3 method="wB97M-V/def2-TZVPD" energy_ev=-6251.4967 smiles=CCNCN spin_multiplicity=1 homo_ev=-9.18 gap_ev=10.34 lumo_energy_ha=0.0427 relative_energy_kcal_mol=44.54
N 0.0386 0.2021 -0.7250 -1.8 -1.9 0.6
N -1.8533 -1.1548 0.1294 0.1 -0.6 1.5
C -0.8977 -0.9735 -0.9467 2.6 -1.3 1.3
C 1.0164 0.0827 0.3948 -2.7 -1.1 0.2
C 1.6365 1.4174 0.5026 1.9 2.9 1.6
H 1.2647 2.3347 -0.0141 -0.6 -1.5 -0.7
H 1.3982 1.8311 1.5454 1.4 -0.8 -0.9
H 2.7094 1.4521 0.2022 -0.5 -0.1 0.9
H 1.4996 -0.8787 0.2905 1.5 0.3 -0.7
H -0.6646 0.7818 -0.3041 -0.1 1.4 -0.2
H -2.4697 -0.4116 0.3702 0.3 1.7 -0.1
H -0.2397 -1.9445 -1.0294 -1.4 1.7 0.0
H -1.4344 -0.7984 -1.8238 -0.3 0.3 -1.9
H -2.5871 -1.8198 -0.0009 0.3 -1.4 -0.7
H 0.5830 -0.1206 1.4088 -0.6 0.2 -0.8

---

47
Properties=species:S:1:pos:R:3:forces:R:3 method="wB97M-V/def2-TZVPD" energy_ev=-49610.6084 charge=+1 spin_multiplicity=2 homo_ev="-10.96 / -10.99" gap_ev="7.35 / 5.95" lumo_energy_ha="-0.1328 / -0.1853" relative_energy_kcal_mol=5.08 s2=0.75
Hg -0.1476 -0.6609 0.8559 0.0 0.0 -0.3
S -1.2108 -3.3595 5.0337 0.0 0.1 -0.2
O 0.7559 2.0649 0.3579 -0.1 -0.2 0.0
O 2.2252 1.9445 -6.4897 0.1 -0.1 0.1
O 3.6176 0.4311 -5.8562 -0.1 0.0 0.0
N -1.1072 -0.1739 -1.6703 0.0 -0.2 0.7
N -1.4438 -1.8224 2.9659 0.3 0.1 -0.9
N 2.5906 1.0680 -5.7353 0.1 0.2 -0.2
N 1.4853 -0.9768 -1.3451 -0.3 -0.2 0.6
N -0.9619 -4.0519 2.4364 0.1 0.0 0.0
C -2.3745 0.1310 -1.8521 0.0 0.1 -0.2
C -1.7580 -1.0001 6.4955 0.0 -0.1 0.0
C 0.4092 1.1420 -4.7526 0.3 0.0 -0.2
C -2.0548 0.3513 6.4457 0.0 0.0 0.1
C 2.1322 0.0105 -3.4437 0.0 -0.1 0.1
C -2.1592 1.0179 5.2264 0.1 0.0 0.0
C -1.5559 -1.6657 5.2981 -0.1 0.0 -0.2
C 1.1724 -0.2754 -2.4421 0.4 0.0 -0.3
C -1.2069 -3.0524 3.3061 -0.1 0.1 0.4
C -0.2036 0.1410 -2.6095 -0.2 0.2 -0.3
C -1.6517 -1.0056 4.0650 0.0 0.0 0.4
C -2.8428 0.7909 -2.9951 0.0 0.0 0.0
C 1.4778 2.9961 1.1691 0.0 0.1 0.0
C 1.6929 0.7446 -4.6057 -0.5 0.1 0.1
C -1.9337 1.1548 -3.9541 0.0 0.0 0.1
C -1.9577 0.3499 4.0316 0.1 -0.1 -0.1
C -0.5772 0.8288 -3.7775 0.0 -0.2 0.3
C 2.6981 -1.4551 -1.1852 0.0 0.1 -0.1
C 3.4476 -0.4441 -3.2115 0.0 0.0 0.1
C 3.7203 -1.2029 -2.1022 0.0 0.0 0.0
H 0.8151 3.7594 1.5812 0.0 0.0 0.0
H 4.7111 -1.5980 -1.9298 0.0 0.0 0.0
H 2.8753 -2.0489 -0.2964 0.0 0.0 0.0
H -0.9159 -4.9998 2.7620 0.0 0.0 0.0
H -3.8963 1.0045 -3.1036 0.0 0.0 0.0
H -2.2424 1.6830 -4.8472 0.0 0.0 0.0
H -2.3941 2.0735 5.2218 0.0 0.0 0.0
H -2.2143 0.8892 7.3699 0.0 0.0 0.0
H 2.2735 3.4760 0.5964 0.0 0.0 0.0
H 0.3424 2.5525 -0.3602 0.0 0.0 0.0
H -1.6895 -1.5309 7.4353 0.0 0.1 0.0
H 0.1246 1.6896 -5.6400 0.0 0.0 0.0
H -2.0380 0.8543 3.0763 0.0 0.0 0.0
H -3.0600 -0.1620 -1.0652 0.0 0.0 0.0
H 4.2326 -0.2063 -3.9073 0.0 -0.1 -0.1
H 1.9218 2.4389 1.9902 0.0 0.0 0.0
H -1.1234 -3.8960 1.4573 -0.1 0.0 0.0

---

7
Properties=species:S:1:pos:R:3:forces:R:3 method="wB97M-V/def2-TZVPD" energy_ev=-84004.9376 spin_multiplicity=1 homo_ev="-9.96 / -10.02" gap_ev="7.48 / 8.37" lumo_energy_ha="-0.0912 / -0.0607" relative_energy_kcal_mol=118.31
Br 3.2435 -0.3858 0.1656 0.1 -0.4 0.5
S 1.7165 0.5952 -0.9368 -0.9 2.8 0.6
O 1.6438 2.7284 0.4912 0.1 -2.0 -1.4
C 0.1302 0.1878 -0.1809 0.1 -2.3 -0.6
H -0.1035 -0.9071 -0.2586 0.2 0.9 -0.5
H -0.6783 0.7974 -0.5635 0.2 0.2 -0.4
H 0.2155 0.3397 0.8421 0.2 0.7 1.9